# C20H23N3O4S

A structure of composition C20H23N3O4S at a distorted geometry (ωB97M-V with the def2-TZVPD basis set, the Open Molecules 2025 dataset).

```
! wB97M-V def2-TZVPD RIJCOSX def2/J DEFGRID3
* xyz 0 1
S -2.8462 0.7637 -0.5068
O -3.5353 1.5867 -1.4601
O -3.5419 0.3467 0.7861
O -1.3985 -1.3550 1.3908
O 6.0498 -0.5474 -0.9830
N 4.4978 1.4477 -1.0247
N -2.3913 -0.7554 -1.0308
N 3.2309 1.7917 -0.3117
C 4.1998 -2.2635 0.4072
C -0.2022 1.0578 -0.2305
C 2.6972 -0.3689 0.3784
C -2.7131 3.2358 1.0874
C 5.0072 -0.0056 -0.6335
C 1.0178 2.9205 0.9296
C 3.4150 -3.0857 1.0106
C -1.8009 -2.2609 0.3934
C -4.9218 -1.7752 -1.5123
C -0.2406 3.4027 1.0064
C -2.6465 -2.0699 -0.6917
C -1.3720 1.7580 0.1418
C 5.4149 2.2558 -1.0931
C 3.9738 -0.7428 -0.0224
C 1.7469 -1.2733 0.9178
C 1.1011 1.4057 0.1621
C 2.3851 1.0839 0.0861
C -3.9209 -2.1383 -0.4740
C -1.4857 2.7557 0.8912
C 2.1479 -2.4370 1.2733
H 3.6843 -3.8677 1.1997
H -4.3129 -1.7267 0.4309
H -0.5504 -2.6926 0.1551
H -0.2144 0.0927 -0.4127
H 6.2367 2.4478 -0.6653
H 5.6934 1.9730 -2.2030
H -2.6034 -0.5304 -2.1437
H -0.3232 4.3766 1.5316
H -5.0448 -0.6295 -1.6704
H -3.2324 2.8451 1.6068
H -4.5237 -2.2648 -2.5327
H -2.3214 -0.9368 1.5427
H -5.9811 -1.9871 -1.4379
H -3.3274 3.5592 0.2192
H 5.2879 -2.5650 -0.1647
H 1.4118 -3.2512 1.8580
H 0.7971 -1.0008 1.3439
H -2.6827 4.3130 1.5986
H 1.7896 3.4254 1.3422
H 4.9530 3.0846 -1.3649
H -2.3419 -2.7879 -1.5375
H -2.0733 -3.1338 0.8433
H -4.1891 -3.4766 -0.4268
*
```

The calculation puts the energy above the lowest of the compared OMol25 structures with the same formula, charge and spin at 532.6 kcal per mole. For the largest force on an atom, the calculation gives 19.247 eV/Å. The gap between HOMO and LUMO is 8.3 eV. The HOMO energy is -8.6 eV. As for the electronic energy: -44587.123 eV. As for the LUMO energy: -0.3 eV.



# C20H23N3O5S

The molecule C20H23N3O5S at a distorted geometry (ωB97M-V with the def2-TZVPD basis set, the Open Molecules 2025 dataset).

```
! wB97M-V def2-TZVPD RIJCOSX def2/J DEFGRID3
* xyz 0 1
S 3.4424 0.9760 -0.2023
O 0.1479 -0.2241 1.4762
O 4.7593 0.6808 0.2744
O -0.0983 -3.6988 -0.9072
O 3.3064 1.8716 -1.3164
O 1.9825 -3.6999 1.0255
N 2.5697 1.6616 1.0790
N -0.6100 2.6669 -0.2618
N -0.9230 1.3997 0.2283
C -3.2959 1.8400 0.5148
C 0.8910 -4.4572 1.5124
C 2.6409 -1.6041 0.2670
C 0.6332 -1.5039 -1.6278
C 1.4409 4.0705 -0.4986
C 1.2269 1.8234 0.7107
C 0.7354 -2.6224 -0.8074
C 1.7567 -2.6723 0.1688
C 1.5074 -0.4393 -1.4961
C -1.1426 -3.6701 -1.8504
C -2.2417 0.9478 0.3332
C 2.8226 1.0717 2.3785
C -2.4929 -0.4205 0.2757
C -3.7895 -0.8848 0.3902
C 2.5121 -0.5060 -0.5554
C -4.5901 1.3626 0.6102
C -4.8422 0.0026 0.5448
C -1.1803 3.0607 -1.5330
C 0.7311 2.8644 -0.0142
C 0.1707 0.8443 0.8855
H 1.6914 3.9623 -1.5531
H 0.8328 4.9628 -0.3625
H 2.6075 1.8144 3.1478
H 3.8781 0.8137 2.4063
H -0.6244 2.6347 -2.3740
H -3.0968 2.8976 0.6037
H 1.2737 -4.9798 2.3888
H -3.9808 -1.9472 0.3544
H 1.4291 0.4355 -2.1210
H -0.7595 -3.6015 -2.8734
H -1.6629 -1.0991 0.1709
H 0.0649 -3.8070 1.8081
H -1.8374 -2.8453 -1.6630
H -5.8540 -0.3646 0.6250
H 2.2116 0.1827 2.5517
H 0.5402 -5.1840 0.7772
H -0.1424 -1.4505 -2.3751
H -2.2135 2.7243 -1.5846
H -1.6674 -4.6165 -1.7276
H 2.3739 4.1649 0.0485
H 3.4262 -1.6429 1.0034
H -5.4044 2.0581 0.7489
H -1.1564 4.1462 -1.6050
*
```

The calculation puts the energy above the lowest of the compared OMol25 structures with the same formula, charge and spin at 81.1 kcal per mole. For the largest force on an atom, the calculation gives 1.019 eV/Å. The gap between HOMO and LUMO is 8.6 eV. As for the SMILES: COc1ccc(S(=O)(=O)N(C)c2c(C)n(C)n(-c3ccccc3)c2=O)cc1OC. The HOMO energy is -8.1 eV. As for the electronic energy: -46654.524 eV. As for the LUMO energy: 0.5 eV.



# C20H23N3O5S

The molecule C20H23N3O5S (ωB97M-V with the def2-TZVPD basis set, the Open Molecules 2025 dataset).

```
! wB97M-V def2-TZVPD RIJCOSX def2/J DEFGRID3
* xyz 0 1
S 3.2163 1.5471 0.6347
O 4.2207 2.5531 0.8319
O 3.1029 0.5241 1.6400
O -4.2645 3.8441 -0.8882
O 3.2880 -2.7387 -1.6483
O -2.9690 -3.4415 0.0124
N 3.4136 0.7845 -0.8554
N 2.3402 -1.8087 0.2118
N -2.1265 3.9438 -0.2133
C 1.0122 -2.2395 0.1474
C 4.6586 0.0430 -1.0413
C 0.4964 -2.9824 -0.9138
C 0.5438 1.4688 0.1355
C -1.1693 -2.2606 1.1920
C -0.8675 3.4034 -0.0190
C -4.4861 -1.7498 0.9260
C -1.9404 1.1711 -0.2508
C -0.8309 -3.3511 -0.9160
C 1.6231 2.2992 0.3788
C -1.6841 -2.9998 0.1323
C -3.9135 -3.1617 1.0238
C -2.9094 1.8710 -1.1986
C 3.3521 -2.0398 -0.6595
C -0.7133 2.0098 -0.0553
C 1.4785 3.6718 0.4316
C 0.1640 -1.8889 1.1941
C -3.2012 3.2880 -0.7550
C 4.6238 -1.2841 -0.2790
C 0.2284 4.2280 0.2280
H -1.7857 -1.9722 2.0289
H -2.4722 1.9317 -2.1997
H 2.5413 -1.1550 0.9654
H 2.3447 4.2813 0.6329
H 1.1437 -3.2677 -1.7255
H -2.2607 4.9261 -0.0076
H -1.6734 0.1841 -0.6299
H 5.4872 -1.8770 -0.5826
H 5.5173 0.6424 -0.7104
H 4.7562 -0.1637 -2.1096
H -3.4839 -3.3405 2.0171
H 0.6895 0.4020 0.1049
H 4.6630 -1.1020 0.7933
H -3.8520 1.3299 -1.2768
H -3.7143 -1.0042 1.0972
H -5.2717 -1.6213 1.6655
H 0.0946 5.2987 0.2641
H -1.2383 -3.9288 -1.7303
H -4.9047 -1.5918 -0.0647
H -4.7111 -3.8920 0.8588
H 3.3111 1.4966 -1.5644
H -2.4230 1.0361 0.7231
H 0.5556 -1.3167 2.0237
*
```

The calculation puts the energy above the lowest of the compared OMol25 structures with the same formula, charge and spin at 9.8 kcal per mole. For the largest force on an atom, the calculation gives 0.924 eV/Å. The gap between HOMO and LUMO is 8.2 eV. As for the SMILES: CCOc1ccc(NC(=O)CCNS(=O)(=O)c2ccc3c(c2)CCC(=O)N3)cc1. The HOMO energy is -7.9 eV. As for the electronic energy: -46657.617 eV. As for the LUMO energy: 0.3 eV.